A structure of composition C19H30Cl3CsGeNO9Si, computed with ωB97M-V/def2-TZVPD.

Last column: Mulliken charge in e.
Element x y z (Å)
Cs -2.2503 0.7492 1.9647  1.387
O 3.4257 -0.5056 5.7164  -0.580
C 2.1807 -0.1735 5.2290  1.234
C 1.1513 -1.0963 5.1912  -0.354
C -0.0763 -0.6906 4.6829  -0.174
N -0.2840 0.5427 4.2242  -0.281
C 0.7119 1.4325 4.2609  0.017
C 1.9658 1.1128 4.7690  -0.507
C 0.4682 2.8694 3.7122  0.300
O 1.4513 3.6273 3.8248  -0.807
O -0.6540 3.1012 3.2100  -0.728
C -1.2288 -1.7304 4.6277  0.171
O -0.9719 -2.8329 5.1492  -0.802
O -2.2788 -1.3585 4.0560  -0.709
H 3.3911 -1.4356 5.9625  0.274
H 1.2480 -2.1186 5.5378  0.425
H 2.7350 1.8710 4.7764  0.502
Cl -5.2495 2.8923 -1.6577  -0.309
Ge -5.0847 2.2529 0.3906  0.827
Cl -6.3189 0.4996 0.6311  -0.301
Cl -5.9650 3.8162 1.5970  -0.326
C -0.6306 -2.9744 -3.7053  -1.529
C -1.5553 -1.8102 -3.3441  1.936
C -2.4336 -2.1933 -2.1537  -1.480
C -2.4352 -1.4493 -4.5402  -1.886
O -0.7590 -0.6736 -3.0805  -0.254
Si -0.1946 -0.1522 -1.5949  -0.917
O -1.2991 0.3453 -0.6066  -0.043
O 0.9539 0.9768 -2.0273  0.016
C 0.7570 2.3804 -2.1217  2.167
C -0.4207 2.6688 -3.0545  -1.725
C 2.0477 2.9406 -2.7133  -1.926
C 0.5016 2.9978 -0.7494  -1.780
O 0.6884 -1.4621 -1.0712  0.008
C 1.6895 -1.5310 -0.0671  2.118
C 1.5289 -2.8837 0.6210  -1.988
C 1.5974 -0.4133 0.9693  -1.305
C 3.0445 -1.4505 -0.7742  -1.826
H -1.2038 -3.8735 -3.9496  0.429
H 0.0288 -3.1841 -2.8628  0.100
H -0.0148 -2.7028 -4.5657  0.338
H -3.0768 -3.0386 -2.4148  0.523
H -3.0495 -1.3461 -1.8521  0.236
H -1.8174 -2.4739 -1.2984  0.161
H -3.0506 -2.2980 -4.8506  0.396
H -1.8072 -1.1409 -5.3785  0.362
H -3.0890 -0.6161 -4.2759  0.406
H -0.2486 2.2122 -4.0314  0.358
H -0.5634 3.7458 -3.1803  0.476
H -1.3338 2.2428 -2.6333  0.231
H 2.2482 2.4725 -3.6795  0.371
H 2.8816 2.7225 -2.0437  0.390
H 1.9794 4.0228 -2.8474  0.389
H -0.4046 2.5741 -0.3202  0.211
H 0.3977 4.0829 -0.8248  0.522
H 1.3291 2.7869 -0.0699  0.372
H 0.5573 -2.9373 1.1140  0.408
H 2.3046 -3.0339 1.3752  0.416
H 1.5917 -3.6855 -0.1186  0.377
H 0.6938 -0.4632 1.5773  0.045
H 1.6416 0.5669 0.4960  -0.037
H 2.4423 -0.4882 1.6591  0.671
H 3.1195 -2.2468 -1.5184  0.376
H 3.8681 -1.5512 -0.0625  0.407
H 3.1281 -0.4902 -1.2854  0.218

Output
HOMO energy (alpha / beta)   -3.1 / -3.1 eV
LUMO level (alpha / beta)   3.71 / 0.91 eV
2S+1   2
DFT total energy   -5241.50096 hartree
Charge   -2
⟨S²⟩   0.753

A cluster of 9 separate species, C19H30Cl4N6O12 in total, computed with ωB97M-V/def2-TZVPD.

Last column: Mulliken charge in e.
Element x y z (Å)
C -21.9058 -14.1049 26.9211  -0.236
N -22.7734 -13.5544 27.9988  0.972
O -23.9025 -13.9552 28.0436  -0.621
O -22.3897 -12.7227 28.7363  -0.522
H -21.0946 -13.3774 26.8928  -0.151
H -22.5091 -14.1901 26.0173  0.271
H -21.5890 -15.1055 27.2152  0.269
C -18.1169 -15.2980 29.9498  -0.810
N -19.0102 -15.0951 28.7658  0.805
O -19.2751 -13.9363 28.4481  -0.330
O -19.5626 -16.0928 28.3433  -0.510
H -17.8902 -14.3568 30.4508  0.335
H -17.1789 -15.7822 29.6780  0.241
H -18.7678 -15.8704 30.6106  0.324
C -20.0832 -10.7415 28.3526  -0.236
N -20.8258 -9.6097 27.7378  0.952
O -21.3607 -8.8026 28.4832  -0.595
O -20.9134 -9.5584 26.5033  -0.455
H -20.1269 -11.5509 27.6239  -0.210
H -20.6449 -10.9248 29.2686  0.349
H -19.0433 -10.4234 28.4281  0.128
C -17.3388 -12.0144 21.4884  -0.498
N -17.0245 -10.5673 21.8110  0.914
O -17.8496 -9.7170 21.4568  -0.501
O -15.9490 -10.3242 22.3525  -0.524
H -18.1487 -12.3269 22.1476  0.054
H -16.4236 -12.5971 21.5924  0.290
H -17.6672 -12.1886 20.4637  0.325
C -13.1260 -16.5084 26.3470  -0.733
N -14.5531 -17.0013 26.3719  0.837
O -15.4393 -16.3606 26.8441  -0.499
O -14.7776 -18.0326 25.7673  -0.510
H -12.2939 -17.2121 26.3262  0.288
H -12.9714 -15.8736 27.2195  0.301
H -12.9762 -15.8356 25.5025  0.302
C -22.9848 -9.3599 23.8217  -0.749
N -21.7913 -8.6858 23.3407  0.846
O -20.7695 -9.4095 23.4530  -0.361
O -21.8986 -7.6048 22.8243  -0.534
H -23.8828 -9.1445 23.2427  0.352
H -23.1464 -9.0056 24.8398  0.271
H -22.8861 -10.4454 23.8148  0.177
Cl -21.9215 -16.6566 19.4141  -0.100
C -23.3838 -15.9127 20.0687  0.289
Cl -24.3035 -17.2226 20.9416  -0.101
Cl -22.8492 -14.5931 21.1085  -0.019
Cl -24.4131 -15.3353 18.7153  -0.096
C -17.2893 -7.7160 24.6193  -0.339
C -17.5635 -8.4581 25.7393  0.403
C -17.1797 -8.0044 26.9826  -0.289
C -16.5205 -6.7734 27.1380  -0.477
C -16.3721 -5.9584 26.0687  -0.552
C -16.6248 -6.5307 24.7565  -0.564
H -17.5460 -8.0497 23.6247  0.359
H -18.0815 -9.4024 25.6598  0.198
H -17.4639 -8.6555 27.7961  0.196
H -16.3404 -6.4900 28.1645  0.347
H -15.9013 -4.9988 26.2238  0.336
H -16.3305 -5.9531 23.8927  0.369
C -18.8044 -15.0099 24.0790  -0.693
C -19.8672 -14.2387 23.5852  -0.275
C -20.0938 -12.9257 23.9976  -0.433
C -19.2227 -12.4107 24.9001  0.433
C -18.2480 -13.1868 25.4912  -0.081
C -17.9468 -14.4671 25.0048  -0.632
H -18.6191 -16.0003 23.6900  0.498
H -20.5234 -14.6444 22.8295  0.172
H -20.7665 -12.3038 23.4256  0.396
H -19.3428 -11.3488 25.0565  -0.250
H -17.6796 -12.7360 26.2913  0.475
H -17.2071 -15.1065 25.4634  0.409

Output
HOMO energy   -8.8 eV
LUMO level   -0.37 eV
2S+1   1
DFT total energy   -3813.51783 hartree
Charge   0
Structure (SMILES)   C[N+](=O)[O-].C[N+](=O)[O-].C[N+](=O)[O-].C[N+](=O)[O-].C[N+](=O)[O-].C[N+](=O)[O-].ClC(Cl)(Cl)Cl.c1ccccc1.c1ccccc1

A cluster of 2 separate species, C19H30F2N3O5 in total, computed with ωB97M-V/def2-TZVPD.

Last column: Mulliken charge in e.
Element x y z (Å)
C 4.4687 1.9648 1.2984  -1.395
C 2.9347 1.8053 1.2959  0.052
C 2.2903 2.1832 -0.0491  -0.980
C 0.7429 2.0096 -0.0834  -0.186
C 0.1024 2.5954 1.1695  0.309
N 0.5072 3.8118 1.5254  0.230
C -0.0130 4.4355 2.5930  0.118
C 0.4972 5.8442 2.8724  -1.070
C -0.2010 6.7705 1.8333  -0.031
N -1.4543 6.8607 1.7441  -0.531
C -0.9481 3.8235 3.3710  -0.913
C -1.3872 2.5554 3.0188  -0.244
C -0.8584 1.9225 1.9005  -0.516
N -1.2485 0.6394 1.4129  0.823
C -1.6110 -0.2994 2.4476  0.485
O -0.9994 -1.3113 2.5804  -0.386
F -2.6599 -0.0614 3.2434  -0.214
C -2.2470 0.7205 0.3610  0.455
O -3.3688 1.0587 0.5648  -0.433
F -1.8081 0.4162 -0.8417  -0.181
H 4.6947 3.0057 1.0219  0.331
H 4.8543 1.8417 2.3152  0.383
H 4.9591 1.2894 0.5934  0.343
H 2.6580 0.7629 1.5168  0.270
H 2.5564 2.3989 2.1431  0.235
H 2.6984 1.4914 -0.7978  0.509
H 2.5938 3.1913 -0.3738  0.344
H 0.3492 2.6258 -0.9068  0.246
H 0.4632 0.9646 -0.2043  -0.082
H 1.2158 4.2945 0.9825  0.376
H 0.2460 6.1417 3.8916  0.428
H 1.5827 5.8126 2.7096  0.339
H 0.3750 7.3579 1.1113  0.415
H -1.9212 6.2652 2.4345  0.286
H -1.3109 4.3743 4.2312  0.543
H -2.1565 2.0683 3.6126  0.648
C 0.6688 -6.4370 -3.8800  -0.836
O 0.3549 -5.0706 -3.6866  -0.297
C -0.7748 -4.6102 -4.4082  -0.538
C -1.8075 -3.9304 -3.5242  -0.082
O -2.4407 -4.7290 -2.5365  -0.469
C -1.6686 -5.2624 -1.4718  -0.341
C -1.0261 -4.2701 -0.5174  -0.416
O -0.0272 -3.4717 -1.1348  -0.383
C -0.1902 -2.0852 -0.9646  -0.919
H 1.4007 -6.5424 -4.6868  0.273
H 1.1167 -6.8153 -2.9600  0.240
H -0.2155 -7.0394 -4.1032  0.409
H -1.2472 -5.4225 -4.9686  0.357
H -0.4132 -3.8707 -5.1326  0.370
H -2.6151 -3.5979 -4.1824  0.442
H -1.4062 -3.0187 -3.0777  -0.122
H -0.9347 -5.9742 -1.8507  0.090
H -2.3726 -5.8547 -0.8808  0.425
H -0.5379 -4.8363 0.2835  0.407
H -1.8035 -3.6489 -0.0583  0.244
H -1.2429 -1.8032 -0.9109  0.438
H 0.2520 -1.5852 -1.8291  0.338
H 0.3335 -1.7554 -0.0575  0.366

Output
HOMO energy   -10.7 eV
LUMO level   -4.80 eV
2S+1   1
DFT total energy   -1481.84249 hartree
Charge   +1

A structure of composition C19H30FeNO2P2, computed with ωB97M-V/def2-TZVPD.

Last column: Mulliken charge in e.
Element x y z (Å)
C 0.8481 -1.2177 -3.9437  -0.850
C 0.9249 -0.8133 -2.6176  0.595
N -0.2191 -0.7611 -1.8669  0.146
C -1.4350 -1.0454 -2.4184  0.771
C -1.5292 -1.4424 -3.7381  -0.767
C -0.3833 -1.5051 -4.5212  -0.473
C 2.2063 -0.2738 -2.0250  -1.413
P 2.0879 -0.1431 -0.1661  1.339
Fe -0.1457 -0.2822 -0.0398  -1.052
P -2.2324 0.0231 0.0495  1.650
C -2.6431 -0.9121 -1.5456  -1.702
O 2.1211 2.3659 -2.8987  -0.658
O -0.5059 2.5746 -1.9702  -0.802
H 1.7765 -1.2284 -4.5018  0.488
H -2.5167 -1.6612 -4.1180  0.498
H -0.4433 -1.8184 -5.5538  0.413
C 3.0400 -1.5545 0.4024  -1.495
C 3.0673 1.3068 0.2854  -1.361
H -3.4917 -0.4095 -2.0277  0.495
H -3.0204 -1.8993 -1.2481  0.444
H 2.4044 0.7161 -2.4117  0.422
H 3.1318 -0.7865 -2.3395  0.523
C -3.2938 -0.8040 1.2701  -1.246
C -3.0196 1.6232 -0.2534  -1.408
H -0.1142 2.0924 -1.2164  -0.004
H -0.3965 3.4945 -1.6062  0.300
H 1.1516 2.3820 -2.7725  0.405
H 2.0940 2.3572 -3.8631  0.321
H 0.8299 -1.7436 2.0090  0.900
H -0.2807 1.2286 0.4518  0.024
H 4.0871 -1.3878 0.1348  0.477
H 2.9301 -1.7039 1.4820  0.379
H 2.6873 -2.4533 -0.1140  0.365
H 4.1348 1.0588 0.2280  0.411
H 2.8557 2.1328 -0.4014  0.384
H 2.8006 1.6255 1.3067  0.323
H -4.0205 1.4766 -0.6924  0.435
H -3.0750 2.1810 0.6941  0.295
H -2.3869 2.1794 -0.9651  0.386
H -4.3187 -0.3923 1.2501  0.369
H -3.3218 -1.8881 1.0716  0.418
H -2.8605 -0.6413 2.2647  0.251
C 0.1903 -0.9086 1.7338  -1.049
C -0.4861 -0.1118 2.5265  0.220
C -0.5532 0.2465 3.8642  0.407
C -1.6360 0.9839 4.4140  -0.274
C -1.7171 1.1757 5.7957  -0.695
C -0.7017 0.6759 6.6335  -0.330
C 0.4059 -0.0087 6.0974  -0.599
C 0.4800 -0.2116 4.7223  -0.450
H -2.4207 1.3694 3.7856  0.427
H -2.5605 1.7036 6.2460  0.357
H -0.7657 0.8225 7.7230  0.333
H 1.2006 -0.3873 6.7655  0.334
H 1.3361 -0.7655 4.3100  0.322

Output
HOMO energy (alpha / beta)   -4.0 / -6.7 eV
LUMO level (alpha / beta)   0.44 / 0.09 eV
2S+1   6
DFT total energy   -2893.38733 hartree
Charge   0
⟨S²⟩   8.819